Record 1
{
  "formula": "C10H16",
  "method": "ωB97M-V with the def2-TZVPD basis set",
  "elements": ["C", "C", "C", "C", "C", "C", "C", "C", "H", "H", "H", "H", "H", "H", "H", "H", "H", "H", "C", "C", "H", "H", "H", "H", "H", "H"],
  "positions_angstrom": [[-0.026706, 2.052348, 2.322035], [1.044901, 0.984016, 2.067850], [1.294874, 0.769997, 0.569004], [2.621808, 0.874202, 0.096689], [2.884332, 0.653214, -1.240432], [1.915375, 0.108807, -2.078771], [0.672536, -0.199413, -1.560665], [0.364268, 0.141986, -0.239556], [0.330546, 3.072589, 2.365802], [-0.324838, 1.805682, 3.352665], [-0.937957, 1.860612, 1.765024], [2.035940, 1.189525, 2.470301], [0.747616, 0.006866, 2.449067], [3.342142, 1.070791, 0.880556], [3.894579, 0.835910, -1.588752], [2.084494, 0.069593, -3.147151], [-0.113991, -0.669531, -2.132971], [-0.684668, 0.222289, -0.020470], [-2.561010, -2.150842, -1.524994], [-2.649939, -1.583569, -0.108336], [-1.971956, -3.059201, -1.574730], [-3.566658, -2.350082, -1.894818], [-2.247199, -1.364354, -2.212576], [-2.460617, -2.380445, 0.613376], [-3.642182, -1.207892, 0.167006], [-2.045689, -0.753099, 0.204844]],
  "forces_ev_per_a": [[0.2, -1.5, 2.2], [0.1, 0.1, -2.1], [1.3, -1.3, 0.7], [-1.5, -0.1, 0.5], [0.7, -0.3, 0.2], [-0.1, 0.5, -0.2], [-0.2, 0.2, 0.6], [-0.1, 1.4, -1.1], [0.0, 0.2, -0.6], [-0.2, 0.5, 0.0], [0.1, 0.4, -0.5], [-0.3, 0.4, 0.5], [-0.2, 0.1, 0.3], [0.5, 0.4, -0.5], [-0.1, 0.0, -0.2], [0.2, -0.4, 0.0], [0.1, 0.1, -0.3], [0.0, -0.5, 0.6], [-0.7, 1.2, 0.0], [-1.0, -0.6, 1.1], [0.2, 0.1, -0.2], [-0.1, -0.5, 0.2], [0.6, -0.3, -0.1], [0.1, 0.0, 0.1], [-0.2, -0.3, -0.4], [0.6, 0.0, -0.5]],
  "mulliken_charge": [-1.003, -0.758, 0.561, -0.638, -0.441, -0.607, -0.195, -0.078, 0.314, 0.322, 0.290, 0.361, 0.351, 0.300, 0.343, 0.358, 0.167, 0.214, -0.879, -0.490, 0.288, 0.334, 0.275, 0.240, 0.343, 0.030],
  "smiles": "CCc1ccccc1.CC",
  "homo_lumo_gap_ev": 9.93,
  "total_energy_ev": -10628.569,
  "lumo_energy_ev": 0.99,
  "homo_ev": -8.9
}

---

Record 2
{
  "formula": "C10H16",
  "method": "ωB97M-V with the def2-TZVPD basis set",
  "elements": ["C", "C", "C", "C", "C", "C", "C", "H", "H", "H", "H", "H", "H", "H", "H", "C", "C", "C", "H", "H", "H", "H", "H", "H", "H", "H"],
  "positions_angstrom": [[-0.645225, -3.909335, -0.381181], [-0.434176, 0.013226, -2.026502], [0.736963, -0.789749, -1.929821], [-1.702626, -0.543396, -1.705515], [0.634738, -2.065572, -1.483784], [-1.797833, -1.808987, -1.214682], [-0.622731, -2.595200, -1.046217], [-0.339991, 1.058397, -2.307327], [1.698030, -0.315057, -2.069479], [-2.591254, 0.066299, -1.800167], [1.532009, -2.658040, -1.376496], [-2.771051, -2.189051, -0.908293], [-0.502391, -4.674721, -1.150154], [-1.595707, -4.116673, 0.104263], [0.182630, -3.983947, 0.325563], [1.122135, 2.575045, 1.238326], [1.553376, 3.036335, 2.625341], [-0.359417, 2.209924, 1.177573], [1.315924, 3.324384, 0.456649], [1.760304, 1.734289, 0.946792], [1.855673, 2.182152, 3.223365], [0.759574, 3.541901, 3.168940], [-0.957280, 3.090999, 1.393615], [-0.601928, 1.639491, 0.275917], [2.368851, 3.760033, 2.567788], [-0.598594, 1.417261, 1.895478]],
  "forces_ev_per_a": [[-0.3, 0.2, -0.1], [0.2, -0.3, 0.1], [-0.2, 0.6, 0.3], [-0.1, 0.2, 0.0], [0.2, 0.1, 0.0], [-0.3, 0.1, 0.0], [0.0, 0.0, 0.0], [-0.1, -0.2, 0.0], [0.0, -0.2, -0.3], [0.0, 0.0, 0.0], [0.0, -0.2, 0.1], [0.3, -0.1, -0.1], [0.2, -0.2, -0.1], [0.0, 0.0, 0.1], [0.0, -0.1, 0.0], [0.0, 0.0, -0.5], [0.1, 0.4, -0.1], [0.6, -1.2, 0.4], [0.0, 0.1, 0.4], [-0.2, -0.1, 0.0], [0.1, 0.0, 0.1], [-0.3, 0.0, -0.1], [-0.4, -0.2, -0.4], [-0.2, 0.8, -0.6], [0.1, -0.3, 0.1], [0.1, 0.4, 0.6]],
  "mulliken_charge": [-1.343, -0.408, -0.377, -0.345, -0.364, -0.408, 0.971, 0.466, 0.428, 0.408, 0.421, 0.384, 0.359, 0.385, 0.379, -0.156, -1.149, -0.755, 0.286, 0.228, 0.310, 0.314, 0.356, -0.023, 0.329, 0.303],
  "homo_lumo_gap_ev": [9.49, 5.71],
  "total_energy_ev": -10620.739,
  "spin_multiplicity": 2,
  "total_charge": 1,
  "lumo_energy_ev": [-4.42, -8.21],
  "s2": 0.77,
  "homo_ev": [-13.9, -13.9]
}